(1)
# C43H55As3CoI2N4O9Si2

A molecular structure, C43H55As3CoI2N4O9Si2 at a distorted geometry (ωB97M-V/def2-TZVPD, the Open Molecules 2025 dataset).

```
119
Properties=species:S:1:pos:R:3
I -4.34405 0.27651 3.76956
I -1.22077 -2.63536 8.02107
As -2.93069 -2.16542 -0.07136
As 4.62776 3.53706 -2.65206
As 1.72646 1.22419 -1.35473
Co -0.96796 -0.87316 0.56517
Si -5.13558 -1.30275 0.10870
Si -3.04278 -4.11673 1.22827
O 4.14669 3.25226 1.16555
O 4.12988 -1.55991 -2.08181
O 0.91980 4.77269 -1.53745
O 2.45715 5.48231 -3.04022
O 6.53218 0.66517 -3.18687
O 3.07098 1.26321 1.16648
O -1.96411 -0.73938 2.13137
O 5.32503 1.02010 -4.99142
O 2.63113 -1.07168 -3.62584
N -1.56606 0.98574 -0.72552
N -0.32792 1.48234 1.68288
N 0.10393 -1.82574 -0.87341
N 0.80299 -1.34239 1.66294
C -2.39355 0.77443 -1.74805
C -0.35090 -2.00511 5.17562
C -5.82540 -1.81729 -1.59323
C -0.31107 -2.05045 -2.12975
C 0.54212 4.02142 2.38457
C 3.66709 1.06889 2.44063
C 5.48358 1.03219 -3.66143
C 1.73419 -3.54254 -1.20794
C -1.66611 -1.03324 3.37125
C -1.37212 2.25290 -0.32743
C 0.19522 1.72825 2.87780
C 1.26349 -3.79954 -2.47763
C -2.05009 3.31404 -0.92744
C -2.88381 3.08086 -2.00443
C 0.21140 -3.02643 -2.94506
C 1.12530 -2.56374 -0.43665
C 2.16500 4.72430 -2.12476
C 0.89921 1.96380 -2.98082
C -3.05023 1.77600 -2.43699
C -1.34599 -4.95253 1.04172
C -1.40981 -1.91007 6.05506
C -0.44162 -1.53696 3.86878
C 2.67012 2.75219 -0.62448
C 3.37367 2.50822 0.58599
C -3.43804 -4.06058 3.07759
C 0.87512 -1.47690 3.12092
C 4.08487 1.44694 -5.56366
C 6.12832 3.44013 -1.38279
C -4.31824 -5.22998 0.37099
C 4.97947 -1.09768 -1.01923
C 4.36688 1.55837 -2.82015
C -5.21202 0.59569 0.18414
C 3.37383 -0.67614 -2.75445
C 0.60494 2.98277 3.29754
C -0.03696 3.78594 1.15127
C 0.03191 5.75851 -2.05122
C -2.66668 -0.83388 4.35760
C -6.34726 -2.04409 1.36692
C -0.51661 2.51088 0.85663
C 1.57380 -2.38123 0.98008
C -2.56895 -1.26040 5.66201
C 3.05149 3.76600 -1.53479
C 3.41529 0.74878 -2.36697
H -0.99773 -4.89488 0.00734
H -3.37909 -1.08394 6.35467
H -0.60299 -4.46375 1.67680
H -6.61571 -3.06557 1.09342
H 1.44299 -2.37464 3.37546
H -0.77109 5.26922 -2.60784
H -3.40508 3.89849 -2.48399
H 5.43689 -1.99387 -0.60360
H 2.65155 -2.17732 1.00910
H -0.38794 6.32237 -1.21542
H 3.25663 0.82751 -5.21824
H 4.20330 1.32744 -6.63720
H 4.73320 1.29286 2.41103
H -6.84868 -1.47097 -1.74432
H -3.51517 -5.07445 3.47440
H 3.88828 2.49630 -5.33508
H 3.51733 0.02233 2.70484
H 2.57576 -4.08422 -0.79823
H -4.17146 -5.21025 -0.71105
H -2.65301 -3.54420 3.63179
H 0.57323 6.43401 -2.71083
H 3.20207 1.71694 3.18758
H -4.25471 1.02059 0.49011
H 0.25978 0.88882 3.55893
H 4.39780 -0.57871 -0.25268
H 6.83761 2.68137 -1.71007
H -2.58122 -0.25840 -2.01288
H 5.77634 3.22412 -0.37807
H -4.23678 -6.26473 0.70511
H -1.38479 -6.00494 1.32595
H 0.63074 1.13483 -3.63676
H -5.20672 -1.41773 -2.40001
H -5.95988 0.92325 0.90665
H -5.47493 1.01293 -0.78821
H -1.09646 -1.41300 -2.50373
H 1.44040 -0.63984 3.53920
H 1.59579 2.61804 -3.50207
H -0.16540 -3.15622 -3.94852
H 6.62793 4.40871 -1.38033
H -1.94480 4.31528 -0.53949
H -7.26487 -1.45402 1.39412
H 0.58707 -2.42647 5.51781
H 1.17456 -0.43130 1.37704
H 0.91501 5.00445 2.63719
H -5.33730 -4.89565 0.57019
H 1.40427 -3.33126 1.49249
H -5.82268 -2.90541 -1.68946
H 5.76104 -0.43955 -1.39167
H -5.94104 -2.06243 2.37695
H -3.69616 1.52985 -3.26781
H -0.07308 4.57762 0.42206
H 1.72449 -4.56116 -3.09004
H 0.97288 3.13562 4.30223
H -4.38046 -3.55004 3.28026
H -0.00257 2.52425 -2.73419
```

The spin multiplicity is 4. The calculation puts the total energy at -321969.5124 eV. The lowest unoccupied orbital energy (alpha / beta) comes out at -0.0187 / -0.0765 Ha.

(2)
# C43H55BLaN5O4S

A molecular structure, C43H55BLaN5O4S at a distorted geometry (ωB97M-V/def2-TZVPD, the Open Molecules 2025 dataset).

```
110
Properties=species:S:1:pos:R:3
La 0.01644 -0.34167 0.53426
S 0.80527 -0.70252 3.41087
O -0.43322 -3.58733 -1.41880
O 0.33160 -3.86022 0.73250
O 3.22700 2.93825 -0.13961
O -3.41744 2.39490 1.95703
N 0.26369 1.88547 3.81526
N -0.13419 0.47674 5.56782
N -2.25324 0.62844 0.95922
N 2.10694 0.92358 0.07077
N -0.10349 2.27278 0.80808
C -1.02496 -9.61966 0.40463
C 0.85661 -8.90348 1.85277
C 2.22687 2.26367 0.08574
C -1.44414 4.20226 1.08263
C -3.04958 -0.23413 3.82930
C -0.21649 -0.79988 6.24528
C -3.42887 -1.40762 2.93296
C 4.23802 -0.18917 3.53514
C -3.34842 0.54178 -2.99478
C 3.59490 -0.41027 -1.31836
C 5.27766 -0.84883 0.85184
C -0.56601 -6.00412 -1.94873
C -2.44937 1.88289 1.40385
C 0.84028 4.38966 0.32343
C -5.12613 -1.76454 1.16486
C -5.13070 -0.66283 -0.94942
C -2.32784 -2.44575 2.78991
C 0.15152 -5.08807 0.14732
C -3.43535 1.07527 -1.56971
C 0.93488 3.00950 0.41986
C 4.18517 -0.00185 1.01706
C 5.52164 -1.48911 -0.34613
C 4.92697 1.93169 2.41535
C -4.23356 2.37527 -1.50076
C 3.32580 0.18148 -0.07221
C 2.81299 -0.10817 -2.58708
C 1.43140 -0.72863 -2.70027
C 0.11948 -7.45288 -0.09559
C -3.43607 -0.13150 0.67798
C -0.30700 -4.92150 -1.13863
C 4.00208 0.71895 2.33114
C -0.34731 -7.26469 -1.40342
C 0.31787 -8.88124 0.42545
C -5.69711 -1.57408 -0.07742
C 2.74190 1.37692 -2.93995
C 4.68949 -1.25809 -1.42780
C -4.00216 0.06358 -0.59470
C -1.27233 2.82690 1.12250
C -3.99572 -1.06015 1.56891
C 0.26878 0.63652 4.30730
C 0.37464 -6.33187 0.69785
C 1.31234 -9.62318 -0.47550
C -0.36685 4.98012 0.67084
B -0.04347 -2.88560 -0.24957
H 3.70585 -1.13486 3.46207
H -1.87729 -2.72071 3.74411
H -2.84413 -0.42448 -3.03185
H -2.09957 0.22300 3.55639
H 1.37923 -1.78472 -2.44697
H -5.55912 -2.47923 1.85462
H -2.96506 -0.59500 4.85651
H -5.57174 -0.51132 -1.92536
H 0.16202 -8.43944 2.55166
H 1.02619 -0.60073 -3.70511
H 3.90778 0.30789 4.44818
H -6.57538 -2.13446 -0.36563
H -0.90313 -10.62952 0.79880
H 3.40856 -0.58894 -3.37523
H -2.69375 -3.34746 2.29874
H 4.73225 2.49364 3.32990
H 5.94826 -1.00875 1.68444
H 5.96678 1.60044 2.45232
H 1.44922 -10.64679 -0.12374
H 4.90010 -1.72050 -2.38319
H -0.31811 1.31123 6.10480
H -2.41181 1.31024 -1.24909
H 4.80453 2.59381 1.56331
H 1.81323 -8.38936 1.93378
H -3.79310 0.55649 3.78955
H -1.49963 -2.09460 2.16897
H 0.73389 -6.41407 1.71062
H -2.40389 4.61433 1.35075
H -5.24845 2.21712 -1.86945
H -4.33127 0.41310 -3.45101
H -3.77643 3.15248 -2.11410
H 1.69966 4.95221 -0.00758
H -0.54835 -8.12906 -2.01749
H 3.61977 1.93096 -2.61219
H -1.77138 -9.10286 1.00690
H 2.28405 -9.13103 -0.47845
H 0.77538 -1.17684 6.49347
H -4.25095 -1.92210 3.44649
H 0.95938 -9.67017 -1.50298
H 0.54589 2.01665 2.85504
H -4.30429 2.73326 -0.47475
H -0.47645 6.05490 0.60790
H 1.87444 1.85941 -2.48305
H -0.72983 -1.52155 5.61178
H 2.63937 1.48876 -4.02011
H 0.70432 -0.20073 -2.05746
H 1.00929 -9.93468 2.17423
H -0.27752 2.61676 4.24994
H 2.96484 1.06919 2.37544
H -1.41687 -9.70083 -0.60770
H -0.92533 -5.87766 -2.95853
H -2.79670 1.23704 -3.62964
H -0.79252 -0.65275 7.15601
H 6.37274 -2.14852 -0.44482
H 5.29979 -0.40771 3.66170
```

The calculation puts the total energy at -73501.7722 eV. The lowest unoccupied orbital energy comes out at -0.0098 Ha.

(3)
# C43H55F5N5O8STl

A molecular structure, C43H55F5N5O8STl at a distorted geometry (ωB97M-V/def2-TZVPD, the Open Molecules 2025 dataset).

```
118
Properties=species:S:1:pos:R:3
Tl 6.69033 -52.66302 8.44671
S 4.18538 -52.40881 4.78401
F 2.65187 -50.33232 4.96488
F 3.90938 -57.47727 1.83414
F -3.15288 -48.83975 8.37306
F 1.90373 -51.77894 3.57408
F 1.79559 -52.20716 5.69352
O 4.67782 -51.36273 1.28910
O 3.95194 -53.76672 4.29401
O 7.59711 -52.09475 5.51944
O -1.46937 -51.46016 1.65389
O 4.98045 -51.58302 3.87808
O 6.24539 -54.72294 6.26272
O 4.65954 -52.37409 6.17148
O 6.61203 -49.73812 7.57638
N 1.63755 -44.89623 7.76976
N -0.04728 -54.91358 5.96144
N -0.51105 -46.00106 1.54935
N 3.84351 -56.75230 6.17609
N 4.05767 -51.24752 9.22041
C 1.84575 -50.46134 8.72548
C 1.65683 -54.38449 0.43058
C 5.60826 -49.33617 6.65890
C -1.94502 -50.57457 5.44619
C -0.91383 -52.75527 1.87184
C -1.59463 -51.89028 7.48223
C -0.09322 -47.17173 1.11368
C 3.96839 -50.60831 10.40018
C 2.19705 -46.00170 7.24312
C 2.46862 -59.04959 5.32914
C -0.37199 -46.21563 8.15852
C 3.09644 -56.48154 1.49530
C 0.70390 -55.43332 3.74758
C 0.87803 -54.84724 5.02808
C 2.51232 -51.64135 4.73446
C 0.37582 -45.04504 8.22386
C 0.32754 -48.17573 1.99772
C 6.96668 -55.63045 5.42106
C 1.54867 -47.21809 7.22625
C 3.46135 -56.88194 4.91076
C -0.55332 -45.74140 2.86023
C 2.97915 -51.20376 8.42359
C 8.80693 -52.48369 4.87469
C -1.25839 -55.42919 5.66097
C 0.31277 -47.91441 3.34965
C 3.63395 -55.18927 1.55252
C -1.59629 -55.91299 4.42140
C -1.47023 -51.72533 6.08618
C 2.82897 -49.91831 10.79904
C 3.62529 -57.79586 6.99972
C -0.57735 -55.91915 3.47045
C 2.93868 -58.95974 6.62217
C -2.18323 -50.94140 8.28812
C 5.69253 -51.95891 0.53365
C -2.54755 -49.62614 6.24371
C -2.60020 -49.78254 7.62696
C 1.75383 -49.81501 9.93710
C 1.83300 -56.73856 0.97058
C 2.88629 -54.13404 1.05913
C 2.71662 -58.01287 4.46392
C 1.11242 -55.66113 0.47996
C -0.17421 -46.69109 3.80897
C 0.22238 -47.32780 7.58303
H 0.17355 -52.66775 1.99099
H -1.89486 -50.39109 4.38149
H 6.56802 -56.62323 5.67149
H 2.04255 -48.11100 6.85789
H 1.39416 -55.31387 2.92298
H -0.88654 -44.74926 3.13364
H 3.96258 -57.68092 8.02069
H -0.05815 -47.33589 0.04380
H 2.36862 -58.01127 3.43983
H 8.97366 -51.72423 4.10172
H 5.89415 -52.98890 0.85364
H 2.86267 -59.79855 7.29970
H 8.02531 -55.57615 5.65636
H -0.95775 -52.55019 5.61000
H 8.71273 -53.42926 4.33045
H 0.15572 -55.87627 0.01967
H 7.23365 -49.01438 7.69168
H -0.02048 -44.16724 8.71780
H 3.70249 -56.05075 4.25764
H 1.19525 -53.57289 -0.11467
H 6.97425 -51.74413 4.86961
H 0.59599 -49.14041 1.58794
H 5.99777 -49.48269 5.64930
H -0.27572 -48.26719 7.37740
H 4.63708 -55.05754 1.93146
H 3.03111 -51.67730 7.45719
H 3.26389 -53.12106 0.97955
H -2.01867 -55.33037 6.42737
H 0.83886 -49.31670 10.22886
H 1.07483 -50.40487 7.96588
H 4.86547 -51.47147 2.25681
H 5.28889 -48.29550 6.78224
H -1.42121 -46.16496 8.41770
H 2.73283 -49.46756 11.77759
H -1.97231 -51.49817 0.83545
H -2.87956 -48.67668 5.84173
H 1.37982 -57.71809 1.03489
H 9.59201 -52.46237 5.62459
H 6.64053 -51.40717 0.53462
H 5.35623 -54.68954 5.88017
H 4.69740 -49.89839 6.83918
H 4.78204 -50.74868 11.09883
H -2.39209 -51.10527 9.33496
H -1.13225 -52.82350 7.78444
H -1.31615 -53.11993 2.81892
H 5.49541 -52.02542 -0.53903
H 6.71904 -55.38213 4.38530
H 3.22364 -45.91026 6.91299
H -0.14675 -46.45060 4.86347
H 0.59716 -48.68280 4.05855
H -2.53990 -56.36932 4.16098
H -0.75044 -56.30430 2.47257
H 1.85847 -54.51534 5.34456
H -0.98746 -53.41032 1.00259
H 1.86294 -59.87919 4.98850
```

As for the net charge: +2. For the energy above the lowest of the compared OMol25 structures with the same formula, charge and spin, the calculation gives 0.0 kJ/mol. The calculation puts the total energy at -98406.7056 eV. The lowest unoccupied orbital energy comes out at -0.4249 Ha.

(4)
# C43H55N3O19P2S

6 unconnected molecules or ions with the total composition C43H55N3O19P2S at a distorted geometry (ωB97M-V/def2-TZVPD, the Open Molecules 2025 dataset).

```
123
Properties=species:S:1:pos:R:3
S 0.87683 -0.77904 6.41339
P 2.02966 2.41334 0.04324
P 0.59372 3.90937 -4.96968
O 0.95559 5.63658 6.22930
O -2.94916 -11.44783 -0.92977
O 4.43729 -4.19330 -3.39499
O -0.28136 -0.44542 -5.05534
O -4.83791 -11.88390 0.18697
O -3.76101 -13.55300 -0.88168
O 4.10452 -5.91936 -1.97745
O 1.58580 -1.36738 -5.91151
O 2.72481 -4.15981 -1.92947
O 3.42523 2.76330 0.40194
O -0.98896 5.96980 7.32458
O -0.15319 6.78474 -4.69329
O -3.03187 -4.69335 -1.96111
O -0.94953 -5.10950 -2.65303
O -1.88809 -6.42879 -1.08496
O 1.30021 0.84422 -6.01672
O 0.22215 4.13812 7.74708
O -0.87383 -0.87475 4.22532
O -0.09584 7.85025 -0.06145
N -2.44039 0.47583 4.96366
N 1.89589 4.55091 -5.59396
N -1.42525 0.41272 5.90437
C 0.14498 5.28354 7.02284
C -2.06858 -0.28308 4.00998
C 1.86922 1.36006 3.73185
C -2.50824 -9.13523 -0.30091
C 1.38437 3.85227 3.06700
C 2.58684 -0.86573 -6.81941
C 0.78976 5.29357 1.07562
C 3.32246 -6.04012 -0.77537
C 2.66214 0.57968 -6.40145
C -2.89821 7.45205 -3.82043
C 2.28109 -0.66185 5.26152
C 0.76696 -0.33547 -5.61070
C 0.11506 5.78036 -1.30907
C -3.84069 -12.40972 -0.57435
C -1.82530 7.16053 -3.01632
C 2.13308 -5.18191 -1.11501
C 3.81891 -4.70653 -2.52021
C -0.77450 4.22218 8.78042
C 0.06401 5.49489 -2.66600
C 2.99350 -7.48115 -0.47404
C -1.27096 2.85337 9.17132
C -4.00397 8.04221 -3.23415
C -1.80541 5.10175 8.12276
C 0.58702 4.32887 -3.17887
C 0.24841 4.23477 2.09053
C -0.54685 -0.39302 5.45965
C -1.51039 -4.15949 -3.57961
C 0.71408 4.92480 -0.39481
C -0.59091 6.51203 -3.59282
C -1.95100 -5.50082 -1.82948
C -1.79514 7.42370 -1.66431
C -3.55024 -10.17731 -0.62105
C 1.15928 3.45755 -2.27771
C -0.53422 7.08861 -0.89984
C -2.91307 7.97929 -1.08155
C 1.22771 3.73435 -0.93709
C 3.88142 -1.62899 -6.68789
C 1.03721 2.65471 3.99878
C -0.47085 -3.17184 -4.04348
C 2.63645 0.82146 4.96978
C -3.99339 8.27497 -1.87737
C -4.44423 -10.55016 0.53297
C -2.62053 -3.56721 -2.75480
H 2.56409 1.47783 2.89136
H 2.34987 1.38338 5.86345
H 1.21752 2.04645 1.12972
H -0.31886 4.71960 9.64211
H 3.30261 0.74791 -5.53352
H 3.71437 0.92675 4.80833
H -4.89325 8.71526 -1.45572
H -3.44608 -3.19462 -3.35665
H 1.65820 -4.74854 -0.23690
H 0.26165 6.22255 1.27864
H -2.96525 -8.16109 -0.16154
H 1.64121 5.22487 -6.30787
H -2.28213 -2.77757 -2.08021
H 2.07809 -1.22294 4.34634
H 4.59752 -1.30354 -7.44238
H 2.48210 -7.56747 0.48466
H -3.91868 -10.58356 1.49045
H 2.31314 3.59614 2.54050
H 2.19243 -0.96640 -7.83469
H -0.50078 4.73509 2.71468
H 3.90462 -5.60952 0.04515
H -4.13456 -9.86672 -1.49262
H 4.32342 -1.48701 -5.70080
H 1.37950 -5.70153 -1.70982
H 1.21608 2.94241 5.03871
H 3.13151 -1.11235 5.78230
H -1.77817 -9.06593 -1.10503
H 1.63928 4.70552 3.70597
H 2.05325 1.27774 -0.81062
H -4.84191 8.29669 -3.87402
H 1.58179 2.52740 -2.65439
H -2.94029 8.19286 -0.01762
H -1.78312 2.37625 8.33378
H -0.11354 -2.55826 -3.21547
H -1.95915 -9.39742 0.60629
H -0.21178 3.36446 1.61831
H -0.56178 4.42115 -5.60062
H -0.43421 2.20901 9.44133
H 0.39566 -3.69825 -4.44586
H 0.57733 2.51917 -5.10748
H -2.39558 5.67314 8.83620
H -2.67326 -0.39919 3.12262
H -1.90322 -4.72041 -4.43274
H 3.90331 -8.08069 -0.44240
H -0.01990 2.39503 3.85230
H 1.83885 5.50804 1.31774
H 3.70747 -2.69822 -6.80615
H -0.86881 -2.51874 -4.81039
H -5.31424 -9.90313 0.62393
H 2.97166 1.24194 -7.20602
H -2.47646 4.55374 7.45708
H 2.35645 -7.90838 -1.24984
H -2.81543 7.21641 -4.87689
H -1.95677 2.90907 10.01721
H 1.17164 0.57003 3.41671
```

Its SMILES is N=[PH2]c1cc([PH2]=O)c(CCCCCCCSc2nnco2)c2c1C(=O)c1ccccc1C2=O.C[C@@H]1COC(=O)O1.C[C@@H]1COC(=O)O1.C[C@@H]1COC(=O)O1.C[C@@H]1COC(=O)O1.C[C@@H]1COC(=O)O1. The calculation puts the total energy at -118267.7935 eV. The lowest unoccupied orbital energy comes out at -0.0330 Ha.